{"formula": "C31H54ClLuP", "method": "the ωB97M-V functional and the def2-TZVPD basis", "elements": ["Lu", "P", "Cl", "C", "H", "H", "C", "C", "C", "H", "C", "H", "H", "C", "H", "H", "C", "H", "H", "C", "H", "H", "H", "H", "C", "C", "H", "C", "H", "H", "C", "H", "H", "C", "H", "H", "C", "H", "H", "H", "H", "C", "H", "C", "H", "H", "C", "H", "H", "C", "H", "H", "C", "H", "H", "H", "H", "C", "C", "H", "C", "H", "C", "H", "H", "C", "H", "H", "C", "H", "H", "H", "H", "C", "C", "C", "C", "C", "C", "H", "H", "H", "H", "H", "H", "H", "H", "H"], "coordinates": [[-4.352024, -0.603998, 0.183771], [0.750100, -0.230596, -0.650876], [-4.475895, -2.831832, 1.018098], [0.345158, 1.042556, 0.658559], [-0.627994, 0.701511, 1.078737], [1.082207, 0.861542, 1.467432], [-0.730164, -1.105342, -1.341930], [1.737530, -1.428858, 0.351726], [-0.440992, -1.813965, -2.681238], [-0.918359, -1.888005, -0.579498], [-1.632373, -2.655496, -3.157731], [-0.201327, -1.065983, -3.454034], [0.444002, -2.465837, -2.600182], [-2.941443, -1.866381, -3.208323], [-1.399094, -3.058602, -4.151149], [-1.744049, -3.517110, -2.485514], [-3.201511, -1.126559, -1.878522], [-2.918817, -1.131310, -4.022613], [-3.780352, -2.542439, -3.410402], [-2.017048, -0.255512, -1.436229], [-4.126298, -0.507526, -2.011516], [-3.358645, -1.940087, -1.101002], [-1.873799, 0.575531, -2.137001], [-2.192763, 0.229043, -0.441365], [1.793648, 0.556290, -1.951468], [3.124761, -0.871846, 0.728594], [1.140415, -1.503121, 1.281089], [3.884226, -1.816675, 1.675029], [3.724940, -0.714050, -0.181307], [3.033523, 0.111394, 1.211127], [3.926874, -3.269446, 1.184951], [4.904716, -1.438439, 1.807688], [3.401488, -1.785591, 2.661349], [2.556458, -3.792472, 0.738512], [4.633449, -3.348180, 0.347834], [4.316288, -3.910094, 1.984219], [1.837230, -2.845560, -0.234382], [2.664775, -4.776304, 0.266883], [1.918174, -3.925910, 1.622614], [2.383292, -2.821240, -1.191504], [0.837353, -3.250490, -0.448011], [0.983955, 1.464740, -2.888613], [2.478030, 1.200077, -1.365400], [1.920189, 2.279876, -3.787832], [0.317558, 0.854020, -3.517533], [0.345153, 2.143994, -2.314311], [2.885951, 1.391153, -4.581369], [1.318165, 2.890942, -4.470318], [2.498306, 2.968789, -3.156247], [3.614417, 0.373150, -3.695233], [2.325043, 0.856539, -5.359579], [3.620993, 2.018914, -5.096937], [2.664101, -0.409917, -2.775691], [4.175823, -0.334946, -4.315690], [4.343114, 0.903272, -3.066487], [2.018524, -1.061948, -3.384663], [3.254872, -1.071458, -2.125758], [-1.340429, 2.758008, -0.608754], [0.287044, 2.377302, 0.326205], [-1.391301, 2.506790, -1.674941], [0.255195, 3.319681, 1.523636], [1.016821, 2.721535, -0.420778], [-1.094116, 3.285433, 2.238865], [1.052228, 3.044229, 2.229684], [0.453235, 4.341546, 1.179592], [-2.176056, 3.997655, 1.436424], [-1.408617, 2.247313, 2.383808], [-0.999767, 3.740088, 3.234733], [-2.479398, 3.201497, 0.136491], [-3.091343, 4.086899, 2.035254], [-1.844587, 5.010782, 1.175249], [-3.073934, 2.314626, 0.454730], [-3.123837, 3.804209, -0.525909], [-3.409522, -0.033517, 4.981467], [-2.121091, -0.033398, 4.151147], [-1.189057, 1.066313, 4.662481], [-1.423061, -1.393487, 4.261509], [-2.449182, 0.207065, 2.762229], [-2.918456, 0.266216, 1.618240], [-3.178738, -0.207899, 6.038435], [-4.086768, -0.822126, 4.636705], [-3.922277, 0.930022, 4.890613], [-0.928566, 0.878695, 5.711117], [-0.260209, 1.093498, 4.081382], [-1.676758, 2.045198, 4.603452], [-2.082427, -2.188542, 3.895289], [-0.503180, -1.403862, 3.664999], [-1.163699, -1.601968, 5.305889]], "forces_ev_per_a": [[-1.28, 1.26, 0.46], [-0.38, 1.16, 0.58], [-0.13, -1.29, 0.30], [-0.13, -5.23, 1.29], [0.45, -0.08, -0.17], [0.20, -0.34, -0.06], [-0.15, -0.30, 0.21], [-0.15, -0.23, -0.07], [0.26, 0.01, -0.20], [0.02, 0.21, -0.14], [0.03, 0.00, 0.11], [-0.15, -0.19, 0.27], [-0.24, 0.18, 0.00], [-0.04, 0.13, 0.34], [-0.03, 0.01, 0.11], [-0.06, 0.12, -0.05], [0.96, -1.25, -0.84], [0.06, -0.06, 0.13], [0.09, 0.12, 0.01], [0.10, 0.15, 0.13], [-0.05, -0.01, -0.10], [0.17, 0.25, -0.90], [-0.15, -0.20, 0.18], [0.30, -0.04, -0.75], [0.22, -0.20, 0.07], [0.20, 0.06, -0.11], [0.07, 0.08, -0.23], [-0.25, -0.03, 0.04], [-0.14, -0.09, 0.19], [-0.03, -0.22, -0.16], [0.02, 0.06, -0.18], [-0.15, -0.06, 0.04], [0.03, 0.01, -0.11], [-0.09, 0.15, 0.09], [-0.08, 0.03, 0.03], [0.01, 0.06, -0.13], [0.17, -0.15, -0.11], [-0.02, 0.11, 0.13], [0.06, -0.01, -0.10], [-0.11, -0.01, 0.23], [0.24, 0.14, 0.05], [-0.22, 0.18, -0.01], [-0.23, -0.13, -0.06], [0.11, -0.17, 0.11], [0.17, 0.13, 0.14], [0.06, -0.05, -0.08], [-0.11, -0.04, 0.00], [0.13, -0.05, 0.14], [-0.10, -0.03, -0.07], [-0.09, 0.08, 0.14], [0.03, 0.01, 0.08], [-0.06, -0.10, -0.01], [0.01, -0.20, -0.11], [-0.01, 0.12, 0.08], [-0.04, -0.05, -0.06], [0.19, 0.20, 0.13], [-0.15, 0.18, -0.21], [5.19, -0.50, -0.24], [-3.75, 5.99, -4.05], [0.28, 0.15, 0.62], [0.04, -0.13, -0.07], [0.11, -0.10, 0.43], [-0.03, 0.23, 0.07], [0.11, -0.03, 0.11], [0.01, -0.16, -0.01], [-0.15, -0.32, -0.63], [0.06, 0.30, 0.00], [0.06, -0.02, -0.10], [-1.38, 0.05, 1.14], [0.06, -0.05, -0.08], [0.06, 0.00, 0.02], [-0.57, 0.46, 0.27], [-0.01, -0.13, 0.28], [-0.19, -0.06, 0.03], [0.46, 0.08, 0.57], [0.14, 0.11, 0.40], [-0.03, -0.23, 0.08], [-1.40, -0.27, -1.99], [1.21, 0.29, 2.42], [0.02, 0.01, -0.06], [0.07, 0.15, 0.02], [0.06, -0.17, -0.02], [-0.01, -0.03, -0.06], [-0.14, 0.09, 0.05], [0.16, -0.21, -0.02], [0.13, 0.12, 0.02], [-0.10, 0.01, 0.06], [0.00, 0.00, -0.07]], "energy_ha": -3250.43829, "total_charge": -1, "gap_ev": [2.3, 2.3], "de_lowest_kcal_mol": 158.2}